DFT (the ωB97M-V functional and the def2-TZVPD basis) results for a single C12H16Si molecule at a distorted geometry.

Geometry (Å):
1 C -0.1767 0.9756 2.8771
2 C -0.0079 0.0377 1.9495
3 C -0.2953 -1.3472 1.6678
4 C -0.9376 -2.5123 2.1009
5 C -0.4785 -3.6890 1.4743
6 C 0.5649 -3.7879 0.6197
7 C 1.1187 -2.5996 0.0916
8 C 0.7597 -1.4179 0.6961
9 C 0.9473 0.0181 0.6722
10 Si 0.1544 0.9959 -0.8060
11 C -1.7235 0.6032 -0.7855
12 C 1.0511 0.3646 -2.3885
13 C 0.3963 2.8579 -0.5648
14 H 0.5167 1.9078 2.7432
15 H -0.7019 0.8207 3.8228
16 H -1.6290 -2.4554 2.9255
17 H -0.8239 -4.6207 1.8304
18 H 1.0213 -4.7121 0.2648
19 H 1.9489 -2.6383 -0.6028
20 H 1.9592 0.4080 1.0060
21 H -2.0909 0.5774 0.1786
22 H -2.1691 1.3518 -1.3401
23 H -1.8659 -0.3663 -1.2970
24 H 0.3230 0.5351 -3.1469
25 H 1.8364 1.0248 -2.6779
26 H 1.4768 -0.6496 -2.2566
27 H -0.1441 3.7199 -0.9414
28 H 0.5705 3.2677 0.5669
29 H 1.4561 2.9139 -0.9370

E_tot, eV: -20579.09788
SMILES: C=C1c2ccccc2[C@H]1[Si](C)(C)C
E_HOMO, eV: -8.50
HOMO-LUMO gap, hartree: 0.3342
Molecular weight, g/mol: 188.346
Charge: 0